--- w ---
The following is a DFT calculation (ωB97M-V/def2-TZVPD) of 2 unconnected molecules or ions with the total composition C3H9NO2S.

Output
charge = -2

Each atom is followed by the atoms it is bonded to, with distances in Å.
Geometry (Å):
1 C 0.87464 0.80956 0.06568  O2 1.425, C3 1.571, H7 1.100, H8 1.088
2 O 0.14563 2.03305 0.12086  C1 1.425
3 C -0.03535 -0.46888 0.13921  C1 1.571, C4 1.516, N6 1.480, H9 1.093
4 C 0.24853 -1.45334 -0.97770  C3 1.516, S5 1.885, H10 1.089, H11 1.092
5 S 1.99133 -2.16993 -1.01968  C4 1.885
6 N 0.05573 -1.19045 1.42846  C3 1.480, H12 1.025, H13 1.024
7 H 1.41312 0.78607 -0.89359  C1 1.100
8 H 1.51995 0.79502 0.94156  C1 1.088
9 H -1.02375 -0.01005 0.05940  C3 1.093
10 H 0.06692 -0.98539 -1.94391  C4 1.089
11 H -0.33586 -2.37492 -0.94105  C4 1.092
12 H 1.01628 -1.54738 1.43581  N6 1.025
13 H 0.11661 -0.45944 2.14327  N6 1.024
14 H -1.17204 2.20535 -0.24920  O16 1.105
15 H -2.63698 1.73630 0.18865  O16 0.968
16 O -2.24478 2.29443 -0.49776  H14 1.105, H15 0.968

Mulliken population analysis, charges in e, atoms 1 to 8: -0.41, -0.87, 0.69, -1.11, -0.80, -0.84, 0.17, 0.21

=====

--- x ---
The following is a DFT calculation (ωB97M-V/def2-TZVPD) of 2 unconnected molecules or ions with the total composition C3H9NO2S.

Output
charge = -2

Each atom is followed by the atoms it is bonded to, with distances in Å.
Geometry (Å):
1 C -1.01385 -1.01969 0.26333  C2 1.510, N4 1.455, H7 1.084, H8 1.097
2 C -0.98862 -2.31139 -0.51906  C1 1.510, S3 1.829, H9 1.097, H10 1.087
3 S -0.94057 -3.79421 0.55094  C2 1.829
4 N -0.88949 0.17399 -0.55930  C1 1.455, C5 1.472, H11 1.008
5 C 0.46001 0.74787 -0.68867  N4 1.472, O6 1.349, H12 1.113, H13 1.119
6 O 0.77934 1.66486 0.24805  C5 1.349
7 H -1.96288 -0.99761 0.78730  C1 1.084
8 H -0.21045 -1.08322 1.00816  C1 1.097
9 H -0.07433 -2.29544 -1.12497  C2 1.097
10 H -1.81840 -2.30706 -1.22144  C2 1.087
11 H -1.49514 0.91631 -0.24467  N4 1.008
12 H 0.51943 1.18600 -1.71060  C5 1.113
13 H 1.12276 -0.15253 -0.73324  C5 1.119
14 H 1.71253 2.92016 0.67853  O16 1.012
15 H 2.39006 2.93071 2.05028  O16 0.969
16 O 2.40960 3.42123 1.21534  H14 1.012, H15 0.969

Mulliken population analysis, charges in e, atoms 1 to 8: -0.48, -0.74, -0.81, -0.45, -0.53, -0.91, 0.39, 0.28

=====

--- y ---
The following is a DFT calculation (ωB97M-V/def2-TZVPD) of 2 unconnected molecules or ions with the total composition C3H9NO2S.

Output
charge = -2

Each atom is followed by the atoms it is bonded to, with distances in Å.
Geometry (Å):
1 C -1.16475 -0.11580 0.67677  C2 1.630, N4 1.523, H7 1.049, H8 1.118
2 C -2.62874 -0.80332 0.47322  C1 1.630, S3 1.782, H9 1.138, H10 1.118
3 S -4.04620 -0.18851 1.36098  C2 1.782
4 N -0.49280 -0.06573 -0.68850  C1 1.523, C5 1.511, H11 1.027
5 C 0.94074 0.39001 -0.55005  N4 1.511, O6 1.434, H12 1.096, H13 1.156
6 O 1.90947 -0.62502 -0.84455  C5 1.434, H14 1.132
7 H -1.20893 0.85924 1.06014  C1 1.049
8 H -0.49829 -0.80058 1.25665  C1 1.118
9 H -2.48007 -1.92775 0.38223  C2 1.138
10 H -2.77707 -0.36264 -0.54310  C2 1.118
11 H -0.38837 -1.04850 -0.96852  N4 1.027
12 H 1.10058 0.77818 0.46270  C5 1.096
13 H 1.13215 1.10651 -1.43739  C5 1.156
14 H 2.78582 0.08279 -0.73419  O6 1.132
15 H 3.94442 1.46362 0.51058  O16 0.953
16 O 3.87205 1.25752 -0.41696  H15 0.953

Mulliken population analysis, charges in e, atoms 1 to 8: -0.51, -0.71, -0.73, -0.45, -0.27, -0.62, 0.42, 0.29

=====

Stability ranking, top and bottom: x is the most stable and y is the least stable.

=====

--- w ---
The following is a DFT calculation (ωB97M-V/def2-TZVPD) of 2 unconnected molecules or ions with the total composition C11H14N2O2.

Each atom is followed by the atoms it is bonded to, with distances in Å.
Geometry (Å):
1 N -2.09014 -1.02974 0.95200  O2 1.278, O3 1.264
2 O -1.22401 -1.96476 1.04319  N1 1.278
3 O -2.00027 -0.16051 0.03831  N1 1.264
4 C 2.45497 1.28113 3.63066  N5 1.452, H16 1.093, H17 1.098, H18 1.099
5 N 1.16931 0.73925 4.03246  C4 1.452, C6 1.441, C7 1.332
6 C 1.05904 0.11348 5.32527  N5 1.441, H19 1.091, H20 1.096, H21 1.103
7 C 0.12363 0.75139 3.20784  N5 1.332, C8 1.398, H22 1.097
8 C -1.11807 0.17233 3.48554  C7 1.398, C9 1.395, H23 1.090
9 C -2.21913 0.39887 2.66016  C8 1.395, C10 1.455, H24 1.109
10 C -3.56836 -0.01272 3.01568  C9 1.455, C11 1.405, C15 1.411
11 C -4.67317 0.75355 2.60757  C10 1.405, C12 1.385, H25 1.103
12 C -5.95838 0.36100 2.94254  C11 1.385, C13 1.409, H26 1.097
13 C -6.15807 -0.84146 3.65003  C12 1.409, C14 1.394, H27 1.088
14 C -5.06559 -1.60506 4.05745  C13 1.394, C15 1.396, H28 1.085
15 C -3.76541 -1.20608 3.74279  C10 1.411, C14 1.396, H29 1.084
16 H 3.08120 1.34323 4.52447  C4 1.093
17 H 2.94322 0.66270 2.86543  C4 1.098
18 H 2.31851 2.27970 3.19208  C4 1.099
19 H 1.97877 0.33425 5.86826  C6 1.091
20 H 0.19685 0.51213 5.87289  C6 1.096
21 H 0.92514 -0.97827 5.24308  C6 1.103
22 H 0.28939 1.18720 2.21504  C7 1.097
23 H -1.19971 -0.48830 4.34882  C8 1.090
24 H -2.11277 1.27041 1.98328  C9 1.109
25 H -4.47938 1.64831 1.99321  C11 1.103
26 H -6.80865 0.97706 2.62548  C12 1.097
27 H -7.16794 -1.13804 3.92478  C13 1.088
28 H -5.20981 -2.53150 4.60352  C14 1.085
29 H -2.90604 -1.81789 3.99017  C15 1.084

Mulliken population analysis, charges in e, atoms 1 to 8: 0.40, -0.56, -0.51, -0.78, 0.10, -0.96, -0.17, -0.21

=====

--- x ---
The following is a DFT calculation (ωB97M-V/def2-TZVPD) of C11H14N2O2 in the gas phase.

Output
structure (SMILES) = CC(=O)OCC#C/C(C)=C/C=C\C=N\N

Each atom is followed by the atoms it is bonded to, with distances in Å.
Geometry (Å):
1 C -0.18583 -0.19051 -0.68613  C2 1.206, C8 1.416
2 C -1.35717 -0.24696 -0.40551  C1 1.206, C11 1.450
3 C 2.65445 1.28118 -2.48652  C4 1.388, C5 1.386, H16 1.082
4 C 3.17473 2.15494 -1.54171  C3 1.388, C6 1.395, H17 1.081
5 C 1.51762 0.52642 -2.24093  C3 1.386, C8 1.403, H18 1.083
6 C 2.47290 2.49623 -0.38595  C4 1.395, N12 1.308, H19 1.090
7 C -3.17657 -2.37392 1.24810  C9 1.506, O14 1.202, O15 1.338
8 C 1.17659 0.09241 -0.95063  C1 1.416, C5 1.403, C10 1.510
9 C -3.25106 -2.89325 2.65956  C7 1.506, H20 1.085, H21 1.087, H22 1.089
10 C 2.15471 -0.72302 -0.13894  C8 1.510, H23 1.087, H24 1.092, H25 1.089
11 C -2.74689 -0.41881 -0.02984  C2 1.450, O15 1.435, H26 1.098, H27 1.097
12 N 1.61059 1.71713 0.21495  C6 1.308, N13 1.358
13 N 0.69364 2.25254 1.06233  N12 1.358, H28 1.012, H29 1.018
14 O -3.39540 -3.01966 0.25813  C7 1.202
15 O -2.86131 -1.07329 1.24242  C7 1.338, C11 1.435
16 H 3.02670 1.35237 -3.49996  C3 1.082
17 H 3.99435 2.79983 -1.82805  C4 1.081
18 H 0.80273 0.38363 -3.04178  C5 1.083
19 H 2.58721 3.51514 -0.01493  C6 1.090
20 H -2.77965 -2.19722 3.34614  C9 1.085
21 H -2.77287 -3.86777 2.71179  C9 1.087
22 H -4.29936 -3.01596 2.92899  C9 1.089
23 H 3.16337 -0.33936 -0.26802  C10 1.087
24 H 2.11598 -1.75856 -0.48180  C10 1.092
25 H 1.90047 -0.69426 0.91927  C10 1.089
26 H -3.27577 -1.01388 -0.78640  C11 1.098
27 H -3.23020 0.55956 0.08400  C11 1.097
28 H 0.00887 1.55657 1.32735  N13 1.012
29 H 0.27718 3.13846 0.78407  N13 1.018

Mulliken population analysis, charges in e, atoms 1 to 8: -0.88, 0.07, -0.34, -0.86, -0.79, 0.07, 0.74, 1.60

=====

Stability ranking, top and bottom: x is the most stable and w is the least stable.